# 1
{
  "formula": "C38H51N5P2S4SbSi2Ti",
  "method": "ωB97M-V/def2-TZVPD",
  "symbols": ["C", "C", "C", "H", "C", "H", "Ti", "S", "C", "H", "H", "H", "H", "C", "H", "H", "H", "N", "H", "C", "H", "C", "H", "Sb", "H", "H", "Si", "H", "S", "N", "H", "C", "S", "H", "C", "H", "H", "H", "H", "H", "C", "P", "H", "H", "H", "H", "H", "H", "N", "C", "N", "C", "H", "H", "H", "H", "H", "C", "C", "C", "C", "C", "C", "H", "C", "Si", "P", "H", "C", "H", "C", "C", "C", "S", "H", "H", "C", "H", "H", "H", "C", "H", "C", "C", "C", "C", "H", "H", "H", "H", "C", "H", "C", "C", "C", "C", "H", "N", "C", "H", "H", "C", "H", "C"],
  "positions_angstrom": [[1.9197, -0.9846, 2.3282], [-2.9848, 2.4724, 1.4327], [-1.1838, 0.7175, -0.0666], [-2.4802, 5.7730, 2.0385], [-2.1373, 0.6983, -2.8461], [2.7624, 0.1456, 5.0116], [1.0256, 0.8618, 0.0409], [1.5329, 2.8595, 1.2903], [0.4379, 2.0648, 4.9385], [-2.8875, 2.4772, 4.7386], [0.0216, 6.2396, -1.4466], [1.2726, -0.0032, -5.5384], [-0.5939, -0.7908, 6.1132], [-5.0932, -1.3641, 2.8140], [0.3050, -1.1862, 4.6360], [-1.4426, -1.4604, 4.7070], [1.4070, 1.7893, 4.5185], [1.2144, -0.8892, 1.2249], [3.3060, 1.7423, -4.6509], [-3.2368, -0.3763, 1.6133], [1.0078, 3.8931, -3.9195], [-0.5040, 4.1740, -1.5371], [0.9691, -0.9511, -4.0774], [3.7973, 2.8692, 0.4901], [0.5299, 3.8521, -1.4944], [-4.9011, 5.8440, 1.5110], [1.1758, 1.4597, -3.5407], [0.5090, 2.0360, 6.0311], [3.9843, 4.4679, -1.1331], [2.2278, -2.2007, 2.8848], [-0.1655, -3.9832, 1.3140], [0.2490, -3.0570, 1.7190], [3.4774, 0.6856, -0.3775], [3.5138, 0.6465, -3.2622], [-4.9861, -2.5239, 2.0553], [-2.3987, 2.4046, -4.1252], [-4.1755, 5.3610, -1.6195], [1.5875, -2.6231, 0.0821], [-2.3855, -1.5866, 0.0872], [2.0399, -4.1621, 2.2048], [-5.0254, 3.7332, 1.1353], [-1.9625, 0.9469, 1.4101], [2.1655, 1.0077, 2.4777], [-2.2760, 1.7922, 6.2522], [0.9185, 3.0098, -5.4496], [3.4121, 2.3845, -2.9946], [-0.0164, -1.8910, -0.0906], [-5.8534, -1.2843, 3.5829], [-1.0208, 0.9189, 2.6549], [-3.1134, -1.3547, -3.6741], [2.3477, 0.1191, 2.9504], [-1.5318, 3.2345, -1.6138], [2.7392, -2.4631, 4.9039], [-3.6646, 2.9584, -1.6598], [-3.6619, 1.1856, -5.8411], [-4.3125, 0.5901, 3.1990], [-0.5122, 3.1468, -4.4148], [3.2909, 0.1191, 4.0487], [0.7007, -0.0309, -4.6050], [3.0316, 1.5615, -3.6038], [-3.1475, -1.5393, 0.8564], [0.5714, 3.0197, -4.4113], [-3.5691, -0.6941, -4.8071], [-0.5424, -2.5340, 2.2616], [0.7674, -2.1337, 0.6292], [-0.9408, 0.9478, 4.3212], [-1.0823, 1.4684, -1.5444], [-1.2682, 3.6173, 2.0105], [-2.6009, 1.3510, -3.9863], [-4.1214, -1.2331, -5.5680], [3.2277, -2.3359, 3.9260], [-3.3128, 0.6613, -4.9592], [-4.3661, 4.9015, 1.4884], [5.2921, 2.8717, 2.2295], [3.8993, 1.0200, 3.9511], [-4.8536, 1.6243, 0.7980], [1.4103, -3.3761, 2.6425], [-6.0796, 3.7587, 0.8816], [-3.3072, -2.4132, -3.5459], [4.7374, -1.0775, 3.0375], [-2.4069, -0.6604, -2.7043], [4.8262, -1.2005, 4.8041], [-2.1127, 5.9621, -1.5546], [-0.6379, -0.7869, 5.0192], [-2.5057, 1.5642, 5.2058], [4.1454, -1.1283, 3.9544], [-3.9169, -3.5064, 0.4740], [-0.3600, -0.0850, -4.8573], [-3.3024, 0.8161, 5.1976], [-5.6617, -3.3541, 2.2256], [-4.2245, -0.3053, 2.5958], [0.2534, 3.0983, 4.6329], [-0.7946, 5.5305, -1.5085], [-4.3333, 2.5292, 1.0919], [-3.1427, 5.0325, -1.6123], [-2.3271, 3.6550, 1.7732], [-2.3402, 7.0219, -1.5316], [0.4834, 1.3040, -1.9610], [-2.8531, 3.6765, -1.6365], [1.0444, -3.7513, 3.6074], [-2.0466, -1.1601, -1.8124], [-4.0080, -2.6085, 1.0749], [3.7941, -3.2532, 3.7263], [-3.0104, 4.8612, 1.7908]],
  "atomic_forces_ev_per_a": [[-0.156, 0.034, -0.028], [-0.008, -0.010, -0.013], [0.036, 0.156, 0.102], [0.001, -0.002, -0.005], [-0.026, 0.006, -0.040], [0.029, -0.016, -0.014], [0.397, 0.135, -0.142], [-0.225, 0.081, 0.022], [0.045, 0.027, -0.023], [0.004, -0.013, -0.009], [-0.007, 0.009, 0.009], [-0.008, -0.009, -0.003], [0.006, 0.003, -0.002], [-0.011, 0.014, 0.022], [0.029, -0.029, -0.009], [0.006, -0.001, -0.010], [-0.170, 0.087, 0.066], [0.007, -0.038, 0.030], [0.006, 0.000, 0.003], [-0.031, -0.046, -0.016], [0.000, -0.009, -0.035], [-0.017, 0.014, 0.021], [0.000, 0.002, -0.005], [-0.052, -0.030, -0.014], [-0.014, -0.014, 0.052], [-0.003, 0.001, 0.000], [0.049, -0.037, 0.000], [0.003, 0.012, 0.009], [0.019, -0.003, 0.007], [0.027, -0.005, -0.018], [0.003, 0.005, -0.010], [-0.005, 0.004, 0.004], [0.133, -0.135, -0.066], [0.010, 0.006, 0.006], [0.011, -0.006, -0.022], [-0.055, 0.016, 0.046], [0.012, -0.003, -0.003], [-0.006, 0.007, -0.003], [0.002, -0.001, 0.098], [0.001, 0.000, 0.000], [-0.016, 0.026, -0.011], [0.038, -0.058, -0.091], [0.003, 0.026, -0.009], [-0.019, 0.003, -0.003], [-0.003, -0.005, -0.004], [0.013, -0.006, 0.011], [-0.016, -0.008, -0.001], [-0.005, -0.014, -0.006], [-0.116, 0.005, 0.122], [0.011, -0.027, 0.001], [0.105, -0.101, -0.049], [0.100, 0.028, 0.001], [-0.002, 0.009, 0.002], [0.006, -0.023, -0.046], [-0.003, -0.003, 0.000], [0.009, 0.018, 0.003], [0.074, 0.015, -0.010], [0.049, -0.041, -0.014], [0.020, -0.014, -0.016], [-0.046, -0.011, -0.007], [-0.019, -0.017, -0.016], [-0.011, 0.030, -0.026], [0.007, 0.006, -0.001], [-0.002, 0.002, 0.007], [0.011, 0.005, 0.010], [0.007, 0.027, -0.048], [-0.080, -0.110, 0.076], [0.005, 0.007, 0.010], [-0.019, 0.012, 0.057], [-0.001, 0.001, -0.002], [-0.005, 0.015, 0.019], [-0.004, 0.010, 0.002], [0.004, -0.022, 0.022], [-0.054, -0.030, 0.007], [-0.006, 0.007, 0.003], [0.004, 0.006, 0.000], [-0.016, -0.019, 0.005], [0.000, -0.001, 0.003], [-0.007, -0.001, -0.004], [0.003, -0.004, 0.003], [0.002, 0.004, 0.007], [0.000, 0.004, 0.000], [0.024, -0.005, -0.008], [0.002, 0.014, 0.001], [0.024, 0.019, 0.024], [0.010, -0.016, -0.010], [0.001, -0.004, 0.003], [-0.011, 0.016, 0.023], [-0.003, -0.005, -0.010], [-0.004, 0.004, 0.009], [0.027, -0.022, 0.018], [-0.026, -0.005, 0.015], [-0.010, 0.013, 0.010], [0.003, -0.013, 0.046], [-0.024, -0.028, -0.049], [0.010, 0.014, -0.008], [0.002, 0.002, 0.005], [-0.090, 0.044, 0.018], [-0.007, -0.020, -0.068], [0.007, 0.000, 0.003], [0.012, 0.032, -0.086], [-0.007, 0.009, 0.007], [-0.011, -0.004, -0.001], [0.007, -0.005, 0.044]],
  "lowdin_charge": [-0.395, -0.267, -0.508, 0.103, -0.261, 0.110, 0.344, 0.019, -0.180, 0.017, 0.107, 0.019, 0.018, -0.099, -0.003, 0.017, -0.011, -0.075, 0.026, -0.252, 0.030, -0.097, 0.026, -0.160, 0.070, 0.092, 0.333, 0.022, -0.295, -0.040, 0.111, -0.157, -0.039, -0.007, -0.117, 0.088, 0.095, 0.124, 0.059, 0.118, -0.110, 0.625, -0.015, 0.014, 0.026, -0.040, 0.085, 0.093, -0.227, -0.091, 0.079, -0.274, 0.118, 0.106, 0.095, 0.091, 0.000, -0.194, -0.174, -0.227, -0.091, -0.168, -0.110, 0.106, -0.216, 0.276, 0.641, 0.076, -0.100, 0.090, -0.172, -0.097, -0.120, -0.310, 0.065, 0.102, -0.172, 0.092, 0.095, 0.126, -0.084, 0.112, -0.102, -0.175, -0.190, -0.151, 0.093, 0.002, 0.001, 0.088, -0.102, 0.026, -0.067, -0.106, -0.109, -0.077, 0.092, -0.347, -0.105, 0.117, 0.073, -0.097, 0.117, -0.087],
  "de_lowest_ev": 0.051,
  "largest_force_ha_per_bohr": 0.0086,
  "s_squared": 0.7549,
  "spin_multiplicity": 2,
  "homo_lumo_gap_ev": [5.465, 5.931],
  "e_lumo_ev": [3.9064, 3.9061],
  "e_homo_ev": [-1.56, -2.02],
  "charge": -2
}

# 2
{
  "formula": "C38H52BF4IIrN2O6P3",
  "method": "ωB97M-V/def2-TZVPD",
  "symbols": ["H", "O", "H", "C", "H", "P", "H", "C", "H", "C", "H", "H", "H", "H", "H", "H", "C", "H", "C", "H", "H", "H", "C", "C", "H", "H", "H", "C", "B", "C", "Ir", "H", "C", "C", "C", "C", "H", "C", "C", "H", "F", "H", "N", "H", "C", "H", "C", "H", "C", "H", "C", "C", "C", "H", "C", "H", "H", "C", "P", "H", "C", "H", "H", "H", "I", "C", "H", "H", "O", "C", "C", "F", "C", "C", "C", "H", "N", "H", "C", "C", "H", "H", "H", "O", "O", "O", "H", "F", "O", "H", "C", "C", "C", "C", "H", "H", "H", "C", "H", "H", "H", "H", "F", "H", "H", "P", "C", "H"],
  "positions_angstrom": [[-5.4286, 1.4344, 3.6500], [-1.2050, 1.3088, 1.0934], [5.8260, -0.9080, -4.3213], [3.6621, 0.4278, 0.3498], [7.1019, -1.0872, -2.1971], [1.5469, 0.1274, -2.4426], [0.6381, 0.2501, 3.4559], [-2.7073, -4.0995, 2.1738], [-2.6764, -4.1738, 1.0869], [6.0655, -0.7746, -2.2008], [-2.8283, 3.2088, 4.8659], [1.4296, 2.8025, 4.4275], [-4.0311, 4.1835, -3.3345], [-3.5503, -4.6840, 2.5399], [1.4955, 2.5370, -6.7972], [0.5157, 1.6755, 5.4610], [1.5098, 2.6251, -5.7190], [7.2492, -0.9175, 0.1364], [1.5893, 3.8738, -5.1220], [-3.5436, 1.5458, -4.7640], [6.2794, -0.3506, 2.3398], [-1.7994, 3.3074, 6.3042], [-2.6702, 2.1583, -4.5411], [1.6505, 3.9772, -3.7397], [-1.8799, -2.8398, 4.4879], [-2.9621, -1.4264, 4.3790], [-3.6278, -3.0507, 4.5601], [5.3680, -0.6822, -3.3687], [-2.1838, -1.3452, -1.9022], [-5.1782, 0.6125, 2.9791], [-0.1345, 0.2676, -0.6009], [-0.9254, -2.4541, -5.8164], [0.5945, 2.7109, 5.1235], [-1.9131, 2.8411, 5.3270], [4.0146, -0.3325, -3.3235], [6.2275, -0.5695, 0.2162], [0.3516, -4.5388, -5.4237], [-3.9921, 0.9885, 2.1134], [0.5710, -3.6517, -4.8451], [2.8211, -4.3936, 1.7442], [-0.8128, -1.7785, -1.6860], [-0.8030, -0.3424, 4.3162], [-2.7083, 2.5806, -3.1399], [2.5363, -1.3543, 2.8291], [-0.7012, 3.1721, 4.4768], [1.4500, -4.0725, 3.7005], [1.8497, -2.5532, -3.1299], [-1.7767, 1.5692, -4.7247], [1.5091, 1.5756, -3.5531], [1.1443, -4.3505, 1.1916], [0.1492, -1.3445, -4.3396], [-0.3954, -0.0770, 3.3417], [-3.8698, 3.3336, -2.6722], [2.1776, -2.9312, 0.9677], [3.3639, -0.0285, -2.1431], [-3.7007, 3.6950, -1.6614], [1.4481, 0.5142, -5.4354], [5.4619, -0.4520, -0.9673], [-0.4212, -1.5022, 2.2039], [-5.0861, 2.1867, 0.7308], [-1.7578, 2.2343, -2.3461], [-1.7885, -4.5117, 2.5870], [1.6482, 2.9220, -1.8825], [2.6026, -2.5955, -2.3525], [1.9048, 1.5920, 0.6917], [1.1811, -1.3593, -3.4022], [3.4426, -2.6144, 3.6840], [-0.6547, 4.2463, 4.3031], [-0.8015, 2.6303, 3.1217], [1.9433, -3.7577, 1.6373], [-4.2185, 2.2997, 1.3810], [-3.0302, -2.3782, -2.0879], [1.6057, 2.8355, -2.9594], [1.5139, -3.2401, 3.0009], [-0.1376, -2.4814, -5.0759], [3.4568, -0.3237, -4.2488], [-0.8479, 1.9567, -1.6749], [1.7459, 4.9465, -3.2685], [4.4083, 0.2861, 1.4892], [2.4541, -2.1791, 3.5432], [2.1076, -1.7984, 4.5051], [-3.8377, -2.2898, 2.2007], [4.0140, 0.6300, 2.4375], [0.3653, -1.1842, 0.9740], [-1.9115, -1.8017, 1.8832], [0.1336, -2.7467, 2.9788], [-4.4114, 3.1098, 2.0862], [-2.4473, -0.5999, -0.7052], [-2.8401, 1.0785, 3.0286], [-4.9593, -0.2710, 3.5765], [4.1008, -0.0020, -0.9257], [-2.8303, -2.4704, 4.0983], [5.7014, -0.2477, 1.4323], [1.4762, 1.4747, -4.9435], [-6.0382, 0.3985, 2.3459], [-3.7717, 0.2065, 1.3845], [-0.4512, -0.4573, -4.4757], [-2.8872, -2.6523, 2.5917], [2.0664, -4.6143, -3.6471], [0.8054, 3.3315, 5.9931], [1.6181, 4.7645, -5.7355], [-2.0039, 1.7619, 5.4659], [-2.1644, -0.4216, -2.9663], [-3.3499, 2.5485, 0.7741], [-4.7604, 2.7042, -2.6890], [-1.3531, 1.2697, 2.5755], [1.5449, -3.6899, -3.8570], [-2.6726, 3.0360, -5.1881]],
  "atomic_forces_ev_per_a": [[-0.037, -0.019, 0.018], [-0.075, -0.569, -0.289], [0.046, 0.004, 0.021], [-0.433, 0.086, 0.312], [-0.002, -0.018, -0.008], [-0.900, -0.644, 0.599], [0.026, 0.007, 0.011], [0.129, 0.249, -0.172], [-0.032, -0.043, 0.006], [0.008, -0.037, -0.151], [-0.022, -0.012, 0.044], [0.014, 0.029, 0.029], [0.062, 0.005, 0.022], [-0.007, -0.004, 0.008], [-0.023, 0.008, 0.003], [0.043, 0.004, 0.020], [0.050, 0.017, -0.037], [-0.009, -0.026, -0.016], [-0.011, 0.001, -0.078], [0.011, -0.015, 0.100], [0.008, 0.006, -0.004], [0.008, 0.006, 0.009], [-0.042, -0.006, -0.296], [0.049, 0.015, 0.087], [-0.053, 0.006, 0.057], [-0.042, 0.069, 0.041], [-0.027, 0.001, -0.033], [0.088, 0.018, 0.045], [0.090, 0.051, -0.178], [0.249, -0.017, -0.025], [3.237, 2.358, 0.525], [-0.003, -0.021, 0.006], [-0.098, -0.046, -0.201], [0.031, 0.004, -0.281], [-0.161, 0.124, 0.207], [-0.056, 0.033, 0.162], [-0.003, -0.010, 0.016], [-0.489, 0.044, -0.245], [-0.029, 0.034, -0.003], [0.024, 0.024, 0.061], [-0.589, 0.248, 0.211], [-0.053, -0.040, 0.010], [0.207, 0.088, 0.089], [0.046, -0.023, 0.022], [0.062, 0.067, 0.498], [-0.051, 0.049, 0.016], [-0.009, 0.158, -0.019], [0.029, 0.033, 0.041], [-0.268, 0.015, 0.296], [0.041, -0.037, -0.017], [0.163, 0.038, -0.089], [-0.299, -0.059, -0.644], [-0.252, 0.061, 0.060], [0.020, -0.011, -0.046], [-0.275, -0.004, 0.065], [0.038, -0.020, -0.006], [-0.052, -0.074, 0.017], [-0.154, 0.063, 0.048], [-0.520, -0.529, 0.721], [-0.014, 0.019, 0.003], [-0.308, -0.178, -0.091], [0.019, -0.041, 0.030], [-0.009, 0.080, -0.048], [0.055, -0.014, -0.055], [-0.672, -0.641, -1.012], [0.010, 0.081, -0.071], [0.029, 0.024, -0.023], [-0.016, -0.032, -0.065], [-0.094, -0.277, -0.123], [-0.294, 0.079, 0.047], [0.225, -0.094, 0.193], [0.016, -0.011, 0.058], [0.064, -0.044, -0.094], [0.501, -0.180, -0.004], [-0.018, -0.010, 0.055], [0.005, -0.053, -0.066], [0.600, -1.477, 0.606], [-0.036, 0.002, -0.008], [-0.367, 0.242, 0.022], [-0.255, -0.014, -0.006], [0.031, -0.014, 0.013], [0.059, 0.109, 0.004], [0.053, -0.031, 0.017], [0.179, 0.516, -1.429], [0.342, 0.136, 0.211], [-0.077, 0.441, -0.322], [-0.026, -0.006, -0.013], [-0.157, 0.156, -0.068], [0.435, -0.003, 0.103], [-0.033, -0.041, 0.008], [0.131, -0.093, -0.140], [0.196, 0.110, -0.215], [0.236, -0.065, -0.092], [0.030, -0.030, 0.093], [-0.013, 0.026, 0.000], [0.137, -0.056, 0.103], [0.079, 0.004, -0.089], [-0.311, -0.436, 0.163], [0.012, 0.007, -0.017], [-0.003, -0.010, 0.017], [0.014, 0.000, 0.008], [-0.029, 0.017, 0.089], [-0.202, -0.135, 0.117], [-0.009, 0.062, -0.061], [0.062, -0.051, 0.001], [-0.325, 0.309, 0.372], [0.012, -0.126, 0.059], [0.031, 0.009, 0.055]],
  "lowdin_charge": [0.095, -0.431, 0.124, -0.505, 0.130, 1.045, 0.055, -0.021, 0.095, 0.007, 0.088, 0.081, 0.103, 0.099, 0.117, 0.077, -0.054, 0.130, -0.053, 0.108, 0.122, 0.101, 0.007, -0.056, 0.084, 0.067, 0.103, -0.022, -1.247, -0.023, 1.016, 0.121, -0.039, -0.036, -0.071, 0.004, 0.117, -0.400, -0.041, 0.097, 0.018, 0.087, -0.142, 0.053, -0.395, 0.151, -0.079, 0.081, -0.353, 0.095, -0.110, -0.198, 0.008, 0.067, -0.267, 0.093, 0.102, -0.140, 0.478, 0.096, -0.201, 0.081, 0.029, 0.113, 1.363, -0.377, 0.100, 0.149, -0.175, -0.031, -0.032, 0.215, -0.132, -0.383, -0.036, 0.111, 0.067, 0.115, -0.168, -0.037, 0.092, 0.143, 0.090, -0.417, -0.163, -0.163, 0.096, 0.046, -0.176, 0.072, -0.185, -0.037, -0.046, -0.085, 0.099, 0.124, 0.091, -0.375, 0.115, 0.098, 0.117, 0.080, 0.107, 0.058, 0.105, 0.451, -0.050, 0.104],
  "de_lowest_ev": 2.600,
  "largest_force_ha_per_bohr": 0.0785,
  "homo_lumo_gap_ev": 6.738,
  "e_lumo_ev": -6.6603,
  "e_homo_ev": -13.40,
  "charge": 2
}